Computed, not measured: a structure of composition C7H10N4 at a distorted geometry, with ωB97M-V with the def2-TZVPD basis set.

Structure (ORCA input):
```
! RIJCOSX wB97M-V def2-TZVPD def2/J DEFGRID3
* xyz 0 1
C 2.66490 0.69849 0.18648
C 1.63020 1.64436 0.13784
C 2.08832 -0.56471 -0.05155
C 0.75303 -0.35178 -0.18398
C -0.81507 1.41039 0.09906
C -1.71088 0.34725 -0.15694
C -3.16786 0.51677 -0.44895
N 0.51024 0.93391 0.01299
N -1.14004 -0.88158 -0.25962
N 2.70602 -1.76852 -0.28546
N -1.53133 -1.74371 0.77353
H 3.76260 0.72427 0.29021
H 1.72716 2.73093 0.39525
H -1.10292 2.39725 0.08607
H -3.36727 0.43710 -1.57278
H -3.44506 1.66537 -0.34760
H -3.81815 -0.09946 0.13749
H 2.96655 -1.99091 -1.27728
H 3.54669 -2.00191 0.23652
H -1.13733 -2.64328 0.53299
H -1.11982 -1.46023 1.69571
*
```

## Properties
F_max, eV/Å: 5.98
Kohn-Sham gap, eV: 8.30
Relative energy (zero: lowest compared OMol25 entry of this formula, charge and spin), kJ/mol: 501.3

Atomic partial charges in e from the Löwdin method, atoms 1 to 4:
1. C -0.04
2. C -0.10
3. C -0.38
4. C 0.04